# C5H13NO

A 3-piece molecular cluster, C5H13NO overall in a non-equilibrium geometry (ωB97M-V with the def2-TZVPD basis set, OMol25).

Last column: natural (NBO) charge in e.
CARTESIAN COORDINATES (ANGSTROEM)
C1 1.302 -1.050 -1.463  -0.4264
N1 2.002 0.235 -1.244  -0.9122
C2 -1.851 1.210 -1.118  -0.3898
C3 -0.726 0.276 1.688  -0.7016
C4 -1.767 -0.373 0.834  -0.0971
C5 -2.390 0.351 -0.188  -0.2866
H1 1.629 -1.505 -2.395  0.1551
H2 0.223 -0.908 -1.361  0.1737
H3 1.503 -1.761 -0.652  0.2016
H4 2.950 0.140 -1.597  0.3207
H5 -2.532 1.799 -1.720  0.1715
H6 -0.784 1.355 -1.241  0.2177
H7 0.154 -0.228 2.107  0.3133
H8 -1.212 0.817 2.521  0.1895
H9 -0.307 1.079 1.069  0.2172
H10 -2.372 -1.125 1.338  0.1626
H11 -3.415 0.032 -0.402  0.1801
H12 2.128 0.246 -0.191  0.4414
H13 2.970 -0.315 2.016  0.4047
O1 2.187 -0.496 1.458  -1.3355

The total energy comes out at -328.20108 Eh. As for the total charge: -1. For the HOMO energy (spin up / spin down), the calculation gives -3.1 / -3.1 eV. The calculation puts the energy relative to the best compared isomer or geometry (same formula, charge and spin) at 45.1 kcal/mol. As for the LUMO energy (spin up / spin down): 3.9308 / 3.2083 eV. The expectation value of S² is 0.79. The spin multiplicity is 2.

***

# C12H19IN5O3V

C12H19IN5O3V as an isolated structure in a non-equilibrium geometry (ωB97M-V with the def2-TZVPD basis set, OMol25).

Last column: natural (NBO) charge in e.
CARTESIAN COORDINATES (ANGSTROEM)
C1 0.242 0.077 -5.446  -1.4147
I1 0.223 0.312 -3.255  -0.4680
H1 -0.666 -0.465 -5.702  0.1875
H2 1.133 -0.481 -5.732  0.1851
H3 0.251 1.083 -5.872  0.1832
C2 -1.423 3.637 1.623  -0.1042
C3 -2.447 3.178 0.857  -0.0788
N1 -1.968 2.102 0.145  -0.3927
C4 -0.629 1.895 0.392  0.1815
N2 -0.331 2.826 1.340  -0.3860
H4 -1.418 4.436 2.344  0.2048
H5 -3.465 3.504 0.800  0.2040
C5 1.820 -3.599 1.005  -0.1080
C6 0.620 -1.723 0.767  0.2068
N3 1.640 -2.299 1.437  -0.3932
H6 0.782 -4.699 -0.600  0.2122
N4 0.235 -2.662 -0.172  -0.3814
H7 2.559 -4.260 1.430  0.2008
V1 0.137 0.058 -0.158  0.2359
C7 1.730 0.749 -0.767  0.2938
O1 2.759 1.234 -1.090  -0.6565
C8 0.936 -3.816 0.004  -0.0790
C9 -0.759 -2.536 -1.209  -0.4151
H8 -1.679 -3.097 -1.000  0.1983
H9 -0.331 -2.904 -2.150  0.2274
H10 -1.026 -1.473 -1.360  0.2060
C10 2.436 -1.675 2.475  -0.3885
H11 3.288 -2.336 2.637  0.1835
H12 1.902 -1.571 3.433  0.2147
H13 2.796 -0.684 2.160  0.2281
C11 0.945 3.001 1.992  -0.3982
H14 1.129 4.074 2.145  0.1798
H15 1.754 2.572 1.383  0.2452
H16 0.933 2.493 2.969  0.2146
C12 -2.843 1.357 -0.730  -0.4213
H17 -2.252 0.601 -1.275  0.2352
H18 -3.329 2.040 -1.449  0.2049
H19 -3.619 0.856 -0.123  0.1929
O2 -0.212 0.080 2.982  -0.5181
N5 -0.560 -0.419 1.882  0.3272
O3 -1.293 -1.467 1.887  -0.5496

The total energy comes out at -2209.50876 Eh. As for the total charge: -2. For the HOMO energy (spin up / spin down), the calculation gives 2.6 / 1.8 eV. As for the LUMO energy (spin up / spin down): 4.2847 / 4.6058 eV. The expectation value of S² is 2.32. The spin multiplicity is 3.

***

# C4H10OS2

A 2-piece molecular cluster, C4H10OS2 overall (ωB97M-V with the def2-TZVPD basis set, OMol25).

Last column: natural (NBO) charge in e.
CARTESIAN COORDINATES (ANGSTROEM)
C1 1.810 -1.262 -0.589  -0.6301
C2 1.645 -0.040 0.299  -0.5202
S1 1.645 1.443 -0.760  0.0728
S2 1.230 2.943 0.597  -0.1193
H1 2.706 -1.188 -1.204  0.2126
H2 0.951 -1.372 -1.252  0.2245
H3 1.882 -2.161 0.023  0.2254
H4 2.456 0.051 1.012  0.2177
H5 0.707 -0.077 0.845  0.2193
H6 -0.104 2.948 0.472  0.1182
C3 -2.780 -0.851 0.521  -0.5058
C4 -2.004 0.138 0.119  0.1298
O1 -1.445 0.175 -1.123  -0.7038
H7 -3.231 -0.800 1.498  0.2065
H8 -2.996 -1.701 -0.106  0.2078
H9 -1.802 0.993 0.760  0.1580
H10 -0.671 0.762 -1.114  0.4866

The total energy comes out at -1029.99050 Eh. For the HOMO energy, the calculation gives -9.1 eV. The calculation puts the energy relative to the best compared isomer or geometry (same formula, charge and spin) at 25.9 kcal/mol. As for the LUMO energy: 0.3632 eV. The SMILES is C=CO.CCSS.

***

# C4H12

A 2-piece molecular cluster, C4H12 overall in a non-equilibrium geometry (ωB97M-V with the def2-TZVPD basis set, OMol25).

Last column: natural (NBO) charge in e.
CARTESIAN COORDINATES (ANGSTROEM)
C1 -0.604 0.586 -1.951  -0.6040
C2 0.830 1.047 -1.635  -0.6047
H1 -0.760 -0.429 -1.597  0.2019
H2 -1.296 1.241 -1.419  0.1989
H3 -0.794 0.695 -3.015  0.2039
H4 1.121 0.835 -0.608  0.2032
H5 0.961 2.089 -1.921  0.2027
H6 1.548 0.455 -2.216  0.1977
C3 0.449 -1.224 1.526  -0.6064
C4 -0.699 -0.412 2.091  -0.6097
H7 0.845 -1.929 2.265  0.2015
H8 0.197 -1.792 0.639  0.2046
H9 1.304 -0.573 1.316  0.1993
H10 -1.553 -1.058 2.292  0.2034
H11 -1.111 0.237 1.309  0.2000
H12 -0.436 0.233 2.923  0.2079

The total energy comes out at -159.58080 Eh. For the HOMO energy, the calculation gives -11.6 eV. The calculation puts the energy relative to the best compared isomer or geometry (same formula, charge and spin) at 2.6 kcal/mol. As for the LUMO energy: 1.1771 eV. The SMILES is CC.CC.

***

# C4H12N2OS

A 2-piece molecular cluster, C4H12N2OS overall in a non-equilibrium geometry (ωB97M-V with the def2-TZVPD basis set, OMol25).

Last column: natural (NBO) charge in e.
CARTESIAN COORDINATES (ANGSTROEM)
C1 -1.162 0.519 0.304  -0.2920
N1 -2.165 -0.549 0.148  -0.5131
C2 0.277 0.111 -0.112  -0.1346
C3 0.727 1.037 -1.221  -0.6384
S1 0.385 2.766 -1.038  0.2437
N2 0.345 -1.221 -0.678  -0.2102
C4 0.204 -2.327 0.382  0.0262
O1 -0.588 -2.009 1.439  -0.5052
H1 -1.088 0.903 1.288  0.2722
H2 -1.268 1.477 -0.277  0.2566
H3 2.857 3.219 1.670  0.0379
H4 -3.194 -0.324 0.161  0.4178
H5 0.929 0.129 0.793  0.2590
H6 0.080 0.773 -2.170  0.2546
H7 1.785 0.883 -1.506  0.2722
H8 2.701 2.952 1.032  -0.0378
H9 -0.263 -1.374 -1.494  0.4038
H10 -0.010 -3.102 -0.333  0.2148
H11 1.304 -2.549 0.758  0.2559
H12 -1.855 -1.312 0.854  0.4164

The total energy comes out at -741.99094 Eh. As for the total charge: +1. For the HOMO energy (spin up / spin down), the calculation gives -13.6 / -13.1 eV. The calculation puts the energy relative to the best compared isomer or geometry (same formula, charge and spin) at 141.5 kcal/mol. As for the LUMO energy (spin up / spin down): -8.2222 / -8.0522 eV. The expectation value of S² is 1.76. The spin multiplicity is 2.